[1]
The following is a quantum chemistry calculation of a molecular structure, C5H8N, from the Open Molecules 2025 dataset.

Summary:
2S+1 ... 3
Expectation value of S² ... 2.015
Energy above the lowest of the compared OMol25 structures with the same formula, charge and spin ... 72.2 kcal/mol
Kohn-Sham gap (alpha / beta) ... 9.288 / 7.658 eV
E_HOMO (alpha / beta) ... -13.27 / -16.14 eV
Charge ... +1

Geometry as XYZ:
```
14
Properties=species:S:1:pos:R:3:forces:R:3
C 0.658 -1.064 1.447 -1.480 0.473 0.372
C -0.688 -0.664 0.825 -0.922 -4.038 4.964
C 1.459 0.221 -0.226 1.104 -0.479 2.750
C -0.544 0.135 -0.263 2.416 2.226 -3.535
C -1.080 0.967 -1.332 2.624 0.193 -0.837
N 1.681 -0.540 0.945 -1.621 1.234 -1.703
H 0.593 -1.565 2.404 0.596 -0.581 -0.133
H -1.292 -1.637 0.679 0.560 1.246 0.014
H -1.144 -0.205 1.751 -0.356 0.054 -0.798
H 1.787 -0.290 -1.038 0.179 -2.003 -2.987
H 2.053 1.104 -0.261 -0.555 1.667 0.477
H -2.143 0.875 -1.355 -0.999 0.600 0.345
H -0.766 0.697 -2.392 -0.122 -0.227 1.231
H -0.574 1.965 -1.185 -1.425 -0.365 -0.159
```
Positions in Å, forces in eV/Å.

=====

[2]
The following is a quantum chemistry calculation of C4H9N3O in the gas phase, from the Open Molecules 2025 dataset.

Summary:
Energy above the lowest of the compared OMol25 structures with the same formula, charge and spin ... 47.0 kcal/mol
Structure (SMILES) ... C/N=C(N)\C(N)=C\O
Kohn-Sham gap ... 8.645 eV
E_HOMO ... -7.96 eV

Geometry as XYZ:
```
17
Properties=species:S:1:pos:R:3:forces:R:3
C -1.138 0.155 1.998 0.221 -0.392 0.176
N -1.437 -0.581 0.788 0.267 1.167 -0.957
C -0.811 -0.410 -0.334 0.146 -0.424 2.445
N -1.492 -0.916 -1.419 0.009 -0.252 -1.302
C 0.599 0.091 -0.535 -0.872 -1.035 1.227
N 0.983 0.483 -1.823 0.028 0.348 -0.551
C 1.467 0.027 0.496 0.026 0.444 -0.228
O 2.712 0.605 0.459 -0.152 0.060 -0.854
H -0.536 -0.458 2.674 0.051 0.209 0.172
H -0.644 1.116 1.821 0.205 -0.152 -0.027
H -2.076 0.374 2.520 0.054 -0.178 -0.135
H -1.568 -0.249 -2.178 -0.102 -0.205 -0.062
H -2.410 -1.214 -1.099 0.189 0.157 -0.182
H 0.368 0.038 -2.503 0.469 0.231 0.085
H 1.942 0.201 -2.016 -0.252 0.004 -0.118
H 1.341 -0.513 1.422 -0.496 0.229 -0.092
H 2.700 1.252 -0.270 0.207 -0.211 0.401
```
Positions in Å, forces in eV/Å.

=====

[3]
The following is a quantum chemistry calculation of a molecular structure, C5H4O3, from the Open Molecules 2025 dataset.

Summary:
Energy above the lowest of the compared OMol25 structures with the same formula, charge and spin ... 123.6 kcal/mol
Kohn-Sham gap ... 9.016 eV
E_HOMO ... -8.54 eV

Geometry as XYZ:
```
12
Properties=species:S:1:pos:R:3:forces:R:3
C -1.746 0.429 -1.032 0.739 2.943 0.137
C -0.307 0.012 0.747 -1.497 0.339 -3.156
C 0.580 -0.691 1.638 -0.874 0.025 0.381
C 1.688 -0.618 0.828 4.323 -4.780 7.319
C 0.476 0.597 -0.272 -6.245 -0.929 -1.097
H -2.019 1.584 -0.881 -0.156 -2.368 0.455
H -2.436 0.016 -1.828 0.809 -0.154 1.374
H 0.492 -1.082 2.742 0.100 0.567 -2.859
H 2.711 -1.086 1.083 -1.650 0.976 -0.238
O -1.616 -0.316 0.177 0.868 0.935 1.691
O 1.698 0.064 -0.199 0.033 2.710 -5.486
O -0.445 0.526 -1.550 3.551 -0.265 1.479
```
Positions in Å, forces in eV/Å.

=====

Calculated calculated total energy in order - -6791.4448; -10810.4230; -11387.0106 eV